(1)
DFT (ωB97M-V with the def2-TZVPD basis set) results for a cluster of 9 separate species, H18O9 in total.

CARTESIAN COORDINATES (ANGSTROEM)
O  -1.78  -2.70  1.57
H  -2.12  -2.40  0.73
H  -1.18  -2.00  1.84
O  -2.32  -1.63  -1.33
H  -2.53  -0.76  -1.67
H  -3.18  -2.02  -1.15
O  0.59  -0.64  0.25
H  -0.15  -0.10  -0.03
H  1.23  -0.01  0.59
O  0.78  3.23  0.79
H  0.95  4.05  1.26
H  1.25  2.57  1.30
O  -1.08  1.74  -0.37
H  -1.85  1.63  0.19
H  -0.61  2.48  0.01
O  -1.88  0.65  -2.73
H  -1.38  0.86  -3.52
H  -1.47  1.17  -2.04
O  1.15  -3.30  1.07
H  0.94  -2.44  0.70
H  1.59  -3.10  1.90
O  2.10  0.83  2.13
H  2.17  0.28  2.91
H  2.88  1.38  2.15
O  1.90  0.45  -2.23
H  1.46  -0.15  -1.62
H  2.52  -0.10  -2.70

Calculated values
gap between HOMO and LUMO	9.7727	eV
highest occupied orbital energy	-10.066	eV
E_LUMO	-0.011	hartree
ΔE to the lowest compared entry with this formula, charge and spin	43.0	kcal per mole

---

(2)
DFT (ωB97M-V with the def2-TZVPD basis set) results for a structure of composition C5H7O3Ru in a non-equilibrium geometry.

CARTESIAN COORDINATES (ANGSTROEM)
O  -0.64  1.08  -0.55
C  0.61  1.00  -0.17
O  0.94  0.81  1.04
Ru  2.77  0.84  0.40
O  1.51  1.08  -1.06
C  -1.67  0.96  0.40
H  -1.35  1.30  1.39
H  -3.64  1.74  0.62
C  -2.97  1.24  -0.08
H  -3.10  1.50  -1.14
C  -2.28  -1.17  0.73
C  -3.55  -0.90  0.16
H  -1.53  -1.73  0.17
H  -3.72  -1.22  -0.87
H  -2.21  -1.26  1.82
H  -4.43  -0.88  0.80

Calculated values
gap between HOMO and LUMO (alpha / beta)	6.0781 / 8.4106	eV
2S+1	6
net charge	+2
highest occupied orbital energy (alpha / beta)	-16.354 / -18.617	eV
E_LUMO (alpha / beta)	-0.378 / -0.375	hartree
⟨S²⟩	8.762

---

(3)
DFT (ωB97M-V with the def2-TZVPD basis set) results for a structure of composition C33H25BCl2IN14O4V in a non-equilibrium geometry.

CARTESIAN COORDINATES (ANGSTROEM)
V  1.98  -0.13  0.05
C  -2.27  -1.34  3.26
N  -1.19  -1.51  2.31
C  -0.69  -0.65  1.42
N  0.36  -1.18  0.83
C  0.48  -2.40  1.43
N  -0.44  -2.63  2.34
C  -3.40  -0.49  2.74
C  -4.14  0.29  3.63
C  -5.23  1.02  3.18
C  -5.60  1.00  1.85
C  -4.85  0.24  0.95
C  -3.77  -0.51  1.40
C  -5.20  0.19  -0.46
N  -6.35  0.40  -1.02
N  -6.19  0.15  -2.36
C  -4.96  -0.19  -2.54
O  -4.27  -0.19  -1.37
C  -4.29  -0.54  -3.78
C  -5.02  -1.06  -4.84
C  -4.37  -1.41  -6.01
C  -3.00  -1.23  -6.13
C  -2.26  -0.69  -5.08
C  -0.78  -0.48  -5.29
N  -0.07  0.13  -4.20
C  0.28  -0.37  -3.00
N  0.95  0.52  -2.32
C  0.99  1.59  -3.15
N  0.39  1.40  -4.30
C  -2.91  -0.36  -3.90
H  -1.87  -0.90  4.18
H  -2.63  -2.34  3.49
H  -1.10  0.32  1.22
H  1.24  -3.11  1.17
H  -3.86  0.32  4.67
H  -5.79  1.62  3.88
H  -6.43  1.58  1.48
H  -3.23  -1.12  0.69
H  -6.09  -1.19  -4.73
H  -4.93  -1.83  -6.83
H  -2.50  -1.50  -7.05
H  -0.63  0.18  -6.14
H  -0.30  -1.44  -5.53
H  0.05  -1.38  -2.68
H  1.48  2.52  -2.91
H  -2.37  0.07  -3.07
I  6.19  3.93  -1.77
C  5.21  2.18  -1.22
C  5.77  0.93  -1.13
N  4.78  0.11  -0.72
N  3.61  0.76  -0.55
C  3.87  2.04  -0.85
H  6.77  0.58  -1.33
H  4.78  -0.89  -0.62
H  3.12  2.80  -0.75
N  2.61  -1.76  -0.74
C  2.87  -2.50  -1.62
N  3.10  -3.40  -2.48
C  3.85  -3.47  -3.54
N  4.49  -3.62  -4.50
Cl  3.68  -1.41  2.15
C  4.61  -2.80  2.89
Cl  4.33  -4.30  2.00
H  4.27  -2.93  3.91
H  5.67  -2.56  2.84
O  -0.21  3.51  0.25
C  0.46  2.55  0.40
N  1.15  1.58  0.55
O  1.18  0.66  2.94
B  2.01  0.98  1.76
O  3.04  1.91  2.25
C  2.78  2.14  3.55
C  3.44  2.97  4.43
C  2.97  3.04  5.75
C  1.88  2.29  6.16
C  1.21  1.44  5.27
C  1.67  1.38  3.97
H  4.28  3.57  4.10
H  3.47  3.69  6.45
H  1.53  2.36  7.18
H  0.36  0.85  5.58

Calculated values
gap between HOMO and LUMO (alpha / beta)	3.9402 / 3.0345	eV
2S+1	2
net charge	-1
highest occupied orbital energy (alpha / beta)	-2.500 / -1.595	eV
E_LUMO (alpha / beta)	0.053 / 0.053	hartree
⟨S²⟩	0.796
ΔE to the lowest compared entry with this formula, charge and spin	50.5	kcal per mole

---

(4)
DFT (ωB97M-V with the def2-TZVPD basis set) results for a structure of composition C17H18N3O6ReSe in a non-equilibrium geometry.

CARTESIAN COORDINATES (ANGSTROEM)
Re  -0.09  -0.03  -0.25
C  2.93  0.33  -0.85
O  1.93  0.15  0.24
C  2.43  -0.76  1.30
C  1.36  -0.82  2.35
O  0.09  -1.08  1.67
C  -1.04  -1.18  2.61
H  3.85  0.67  -0.39
H  2.52  1.09  -1.52
H  3.06  -0.62  -1.36
H  3.34  -0.33  1.70
H  2.63  -1.72  0.83
H  1.26  0.11  2.92
H  1.57  -1.64  3.04
H  -0.86  -2.03  3.27
H  -1.93  -1.35  2.01
H  -1.11  -0.25  3.18
O  -4.13  -0.14  -1.27
C  -3.11  -0.71  -1.19
O  -2.02  -0.02  -0.55
C  -2.71  -2.09  -1.54
C  -3.42  -3.27  -1.31
C  -2.74  -4.49  -1.34
C  -1.35  -4.55  -1.43
C  -0.71  -3.34  -1.66
C  -1.38  -2.17  -1.86
N  0.69  -3.12  -1.38
O  1.53  -3.94  -1.46
O  0.98  -1.95  -0.86
H  -4.47  -3.23  -1.07
H  -3.29  -5.41  -1.17
H  -0.80  -5.47  -1.28
H  -0.85  -1.31  -2.24
Se  -2.20  2.42  -1.03
N  -0.47  1.91  -0.38
C  0.18  3.07  -0.07
C  1.46  3.21  0.51
C  1.95  4.50  0.75
C  1.24  5.65  0.42
C  -0.03  5.54  -0.16
C  -0.55  4.26  -0.39
N  -1.76  4.07  -0.93
H  2.04  2.35  0.78
H  2.93  4.61  1.20
H  1.66  6.62  0.62
H  -0.61  6.42  -0.42

Calculated values
gap between HOMO and LUMO (alpha / beta)	5.2308 / 6.9547	eV
2S+1	4
net charge	+3
highest occupied orbital energy (alpha / beta)	-18.483 / -18.956	eV
E_LUMO (alpha / beta)	-0.487 / -0.441	hartree
⟨S²⟩	4.065

---

(5)
DFT (ωB97M-V with the def2-TZVPD basis set) results for a cluster of 3 separate species, C12H25BF4I2N3O3 in total in a non-equilibrium geometry.

CARTESIAN COORDINATES (ANGSTROEM)
C  0.06  0.24  2.78
B  -0.68  0.24  1.40
O  -0.55  1.35  0.59
N  -1.59  -0.87  0.83
C  -3.08  -0.60  0.85
I  -3.56  0.29  -1.09
C  -3.61  0.36  1.96
C  -5.11  -0.06  2.21
I  -3.74  2.47  1.38
C  -1.23  -2.24  1.27
F  -1.68  -3.03  0.28
F  0.08  -2.42  1.26
C  -1.90  -2.75  2.56
F  -2.08  -1.81  3.49
F  -3.05  -3.38  2.32
H  0.97  0.85  2.65
H  0.42  -0.75  3.12
H  -0.50  0.70  3.61
H  0.39  1.40  0.32
H  -1.34  -0.89  -0.18
H  -3.62  -1.56  0.81
H  -3.12  0.28  2.94
H  -5.34  -1.07  1.82
H  -5.80  0.65  1.74
H  -5.35  -0.08  3.28
H  -1.23  -3.52  3.00
C  3.24  -0.13  -0.44
O  2.61  0.44  0.44
N  3.60  -1.42  -0.41
C  4.36  -2.04  -1.48
C  3.21  -2.23  0.74
H  3.57  0.40  -1.36
H  3.78  -2.86  -1.91
H  5.30  -2.42  -1.09
H  4.57  -1.31  -2.26
H  2.12  -2.24  0.83
H  3.63  -1.79  1.65
H  3.57  -3.25  0.62
C  2.18  2.48  -2.49
O  2.90  1.52  -2.72
N  1.17  2.89  -3.28
C  0.34  4.03  -2.94
C  0.90  2.16  -4.51
H  2.30  3.09  -1.58
H  -0.70  3.72  -2.85
H  0.43  4.79  -3.73
H  0.67  4.47  -2.00
H  0.67  1.12  -4.28
H  1.78  2.18  -5.15
H  0.06  2.61  -5.03

Calculated values
gap between HOMO and LUMO	7.7688	eV
net charge	+1
highest occupied orbital energy	-11.650	eV
E_LUMO	-0.143	hartree

---

(6)
DFT (ωB97M-V with the def2-TZVPD basis set) results for a cluster of 14 separate species, C36H100O14 in total in a non-equilibrium geometry.

CARTESIAN COORDINATES (ANGSTROEM)
C  11.86  7.31  12.11
C  12.49  8.64  12.57
C  14.01  8.57  12.78
O  12.07  9.65  11.67
H  12.12  7.04  11.05
H  10.81  7.36  12.33
H  12.17  6.50  12.81
H  11.96  8.82  13.51
H  14.41  9.52  12.60
H  14.52  7.87  12.09
H  14.18  8.22  13.77
H  12.57  10.44  11.89
C  10.37  18.11  17.47
C  9.53  16.87  17.66
C  9.11  16.61  19.14
O  8.29  17.02  17.01
H  11.42  17.96  17.72
H  9.86  18.89  18.04
H  10.38  18.35  16.43
H  10.06  15.97  17.28
H  8.36  15.86  19.12
H  8.69  17.52  19.62
H  9.91  16.15  19.75
H  8.53  17.30  16.11
C  15.55  17.77  13.95
C  14.78  16.79  14.83
C  13.54  16.29  14.00
O  15.71  15.75  15.00
H  16.49  18.08  14.34
H  14.97  18.63  13.82
H  15.74  17.35  12.98
H  14.54  17.21  15.82
H  13.89  15.88  13.04
H  12.72  17.05  13.95
H  13.22  15.43  14.56
H  16.51  16.25  15.21
C  10.45  12.53  9.72
C  9.26  13.47  9.25
C  7.90  12.82  9.45
O  9.37  14.68  10.03
H  11.44  13.01  9.61
H  10.39  11.59  9.17
H  10.36  12.31  10.76
H  9.43  13.73  8.20
H  7.89  11.97  8.77
H  7.08  13.48  9.23
H  7.65  12.34  10.41
H  9.83  15.34  9.53
C  8.98  7.09  18.66
C  9.45  7.21  17.22
C  8.88  8.39  16.48
O  10.84  7.26  17.05
H  9.00  8.00  19.22
H  9.59  6.39  19.25
H  7.95  6.80  18.72
H  9.14  6.32  16.69
H  8.99  9.30  17.00
H  7.86  8.25  16.14
H  9.46  8.49  15.54
H  11.15  8.07  17.48
C  11.31  13.70  15.60
C  12.00  12.37  15.62
C  11.16  11.32  14.94
O  13.26  12.47  14.87
H  10.29  13.69  16.08
H  11.17  14.04  14.57
H  11.93  14.41  16.13
H  12.26  12.07  16.65
H  10.88  11.67  13.95
H  10.24  11.18  15.54
H  11.76  10.48  14.94
H  14.00  12.53  15.56
C  8.73  12.46  20.82
C  9.28  11.76  19.63
C  9.58  12.75  18.57
O  10.46  10.97  19.97
H  7.78  12.93  20.63
H  9.37  13.26  21.16
H  8.57  11.79  21.67
H  8.59  11.05  19.23
H  9.80  12.22  17.64
H  10.45  13.42  18.66
H  8.65  13.29  18.39
H  11.06  11.52  20.52
C  14.64  11.89  10.25
C  14.56  12.15  11.70
C  15.43  13.26  12.16
O  13.21  12.22  12.06
H  14.07  12.66  9.75
H  14.12  10.89  9.99
H  15.65  11.92  9.84
H  14.94  11.29  12.27
H  16.46  12.95  12.23
H  15.19  13.58  13.16
H  15.39  14.14  11.53
H  13.17  12.37  13.01
C  16.92  11.98  15.32
C  16.73  12.81  16.57
O  15.41  13.43  16.64
H  17.95  11.64  15.38
H  16.76  12.61  14.49
H  16.27  11.12  15.27
H  17.44  13.60  16.48
H  16.85  12.34  17.52
H  15.41  14.20  16.03
C  14.36  15.96  18.99
C  14.71  14.71  19.89
O  14.48  13.50  19.30
H  14.99  16.17  18.14
H  14.36  16.74  19.72
H  13.34  15.69  18.72
H  14.08  14.79  20.77
H  15.74  14.82  20.19
H  14.62  13.58  18.34
C  8.00  10.31  12.45
C  6.55  10.62  12.42
O  5.89  10.10  13.59
H  8.44  10.72  13.37
H  8.50  10.70  11.56
H  8.21  9.21  12.43
H  6.22  10.12  11.50
H  6.40  11.70  12.46
H  6.34  9.31  13.89
C  7.40  15.07  14.20
C  8.25  14.45  13.05
O  9.45  15.11  13.05
H  7.88  14.85  15.21
H  6.44  14.49  14.22
H  7.05  16.12  14.14
H  7.76  14.58  12.12
H  8.40  13.36  13.31
H  9.79  15.09  12.16
C  14.18  9.58  16.80
C  13.51  9.99  18.07
O  12.10  9.79  17.84
H  13.87  10.30  15.96
H  13.83  8.57  16.48
H  15.26  9.59  16.87
H  13.71  11.00  18.32
H  13.88  9.37  18.92
H  11.63  10.05  18.67
C  11.94  13.09  23.32
C  12.86  12.51  22.28
O  12.36  12.82  20.98
H  11.54  14.04  22.87
H  12.35  13.36  24.24
H  11.12  12.37  23.49
H  12.92  11.45  22.45
H  13.81  12.96  22.39
H  13.05  12.64  20.31

Calculated values
gap between HOMO and LUMO	9.5570	eV
highest occupied orbital energy	-9.331	eV
E_LUMO	0.008	hartree
ΔE to the lowest compared entry with this formula, charge and spin	75.4	kcal per mole

---

(7)
DFT (ωB97M-V with the def2-TZVPD basis set) results for a structure of composition C9H20I2NO5S2 in a non-equilibrium geometry.

CARTESIAN COORDINATES (ANGSTROEM)
C  -0.32  -3.31  2.52
C  -1.76  -2.55  2.76
C  -2.52  -2.07  1.39
C  -1.54  -1.58  0.17
N  -0.39  -0.69  0.59
S  -0.19  0.60  -0.58
C  1.29  0.34  -1.70
C  1.29  -1.07  -2.55
O  -0.05  -1.70  -2.68
C  0.27  2.11  0.49
I  1.60  3.52  -0.52
C  -1.06  2.91  1.03
C  -1.45  2.51  2.61
I  -2.82  2.52  -0.26
H  -0.33  -4.28  3.18
H  0.52  -2.58  2.94
H  -0.09  -3.62  1.42
H  -2.47  -3.36  3.27
H  -1.72  -1.65  3.50
H  -3.16  -2.99  0.98
H  -3.29  -1.18  1.59
H  -1.16  -2.56  -0.40
H  -2.19  -0.96  -0.61
H  -0.59  -0.27  1.54
H  2.27  0.33  -1.03
H  1.34  1.21  -2.52
H  2.08  -1.79  -2.07
H  1.64  -0.84  -3.66
H  -0.75  -1.02  -2.95
H  0.84  1.72  1.46
H  -0.79  4.05  1.06
H  -2.56  2.90  2.81
H  -0.66  2.99  3.35
H  -1.43  1.35  2.80
O  2.62  2.65  -3.98
S  4.03  2.21  -3.98
O  4.20  1.13  -4.97
O  4.39  1.71  -2.64
O  4.90  3.34  -4.34

Calculated values
gap between HOMO and LUMO	3.1878	eV
net charge	-1
highest occupied orbital energy	-2.217	eV
E_LUMO	0.036	hartree

---

(8)
DFT (ωB97M-V with the def2-TZVPD basis set) results for a structure of composition C32H21Cl2N4O5PS2Ti.

CARTESIAN COORDINATES (ANGSTROEM)
Ti  -0.91  0.04  -0.47
S  -3.75  6.26  -3.66
N  -4.26  4.73  -3.73
C  -3.41  4.01  -3.01
C  -3.49  2.57  -2.80
C  -4.47  1.76  -3.32
C  -4.42  0.38  -3.06
C  -3.41  -0.11  -2.27
N  -2.45  0.66  -1.73
C  -2.47  2.01  -2.01
C  -1.43  2.77  -1.44
N  -0.51  2.08  -0.69
C  0.48  2.79  -0.11
C  0.62  4.15  -0.23
C  -0.31  4.86  -1.01
C  -1.33  4.17  -1.61
C  -2.36  4.79  -2.43
N  -2.45  6.07  -2.72
H  -5.25  2.19  -3.93
H  -5.16  -0.29  -3.46
H  -3.34  -1.17  -2.05
H  1.18  2.21  0.49
H  1.43  4.65  0.27
H  -0.23  5.93  -1.14
O  -0.33  -2.32  -3.56
S  -0.02  -1.82  -2.26
O  0.34  -0.38  -2.18
O  -1.08  -1.99  -1.23
C  1.41  -2.70  -1.67
C  1.97  -3.65  -2.50
C  3.12  -4.32  -2.09
C  3.69  -4.02  -0.86
C  3.12  -3.06  -0.04
C  1.97  -2.39  -0.42
P  1.22  -1.14  0.69
C  0.72  -2.10  2.15
C  0.25  -1.40  3.26
C  -0.22  -2.07  4.37
C  -0.25  -3.46  4.38
C  0.19  -4.17  3.27
C  0.68  -3.49  2.16
C  2.71  -0.21  1.19
C  3.27  0.60  0.20
C  4.41  1.34  0.48
C  4.99  1.28  1.74
C  4.42  0.48  2.73
C  3.28  -0.27  2.45
H  1.51  -3.85  -3.45
H  3.56  -5.07  -2.73
H  4.59  -4.53  -0.54
H  3.58  -2.83  0.92
H  0.23  -0.31  3.25
H  -0.59  -1.51  5.22
H  -0.63  -3.99  5.24
H  0.16  -5.25  3.27
H  1.01  -4.06  1.30
H  2.82  0.65  -0.78
H  4.85  1.96  -0.29
H  5.87  1.86  1.96
H  4.87  0.44  3.71
H  2.85  -0.89  3.22
Cl  -4.48  1.40  0.94
C  -3.85  0.02  1.87
Cl  -3.94  -1.48  0.94
C  -2.40  0.34  2.29
O  -2.19  0.68  3.43
O  -1.52  0.22  1.35
H  -4.46  -0.09  2.76

Calculated values
gap between HOMO and LUMO (alpha / beta)	5.2660 / 8.4746	eV
2S+1	3
highest occupied orbital energy (alpha / beta)	-5.572 / -8.854	eV
E_LUMO (alpha / beta)	-0.011 / -0.014	hartree
⟨S²⟩	2.017
ΔE to the lowest compared entry with this formula, charge and spin	0.6	kcal per mole